# 1
The following is a DFT calculation (ωB97M-V/def2-TZVPD) of an isolated molecule of C3H5ClN2S.

```
12
Properties=species:S:1:pos:R:3:mulliken_charge:R:1
C 0.34443 -1.41896 0.79333 -0.17
C 0.05290 0.80086 1.05431 -0.36
C 0.77505 -1.10219 -0.63607 0.06
N -0.11797 -0.52346 1.52789 -0.43
N -0.56481 0.82370 -1.62304 -0.72
S 0.79053 0.74467 -0.69426 0.19
Cl 2.41009 -1.72603 -0.96506 -0.16
H 0.28856 -2.51652 1.04668 0.33
H -0.95375 1.29407 0.78438 0.30
H 0.68153 1.34024 1.75656 0.34
H 0.05949 -1.43088 -1.38488 0.41
H -0.71478 1.78479 -1.68575 0.21
```

Summary:
- Kohn-Sham gap: 8.818 eV
- Energy above the lowest of the compared OMol25 structures with the same formula, charge and spin: 199.1 kJ/mol
- DFT total energy: -29527.1643 eV
- M: 136.61 Da
- Strongest force on any atom: 2.428 eV Å⁻¹

# 2
The following is a DFT calculation (ωB97M-V/def2-TZVPD) of a cluster of 2 separate species, C3H5ClN2S in total.

```
12
Properties=species:S:1:pos:R:3:mulliken_charge:R:1
C 1.44419 -0.62504 -0.52251 0.33
C -0.73857 0.47915 0.15120 0.02
C -1.71518 1.01126 1.03064 -0.36
H -0.32947 -0.44893 -1.70984 0.28
H 0.71296 -2.54767 -1.59352 0.37
H 1.33181 0.79888 1.17561 0.32
H -1.26141 0.23425 -0.95065 0.10
H -2.65084 1.63953 0.82116 0.32
N 0.78070 -1.02023 -1.69156 -0.62
N 0.84261 0.38739 0.27961 -0.22
S 2.83245 -1.40811 0.25681 -0.33
Cl -1.24925 1.49951 2.75306 -0.20
```

Summary:
- Kohn-Sham gap: 7.247 eV
- Energy above the lowest of the compared OMol25 structures with the same formula, charge and spin: 536.6 kJ/mol
- DFT total energy: -29523.6659 eV
- M: 136.61 Da
- Strongest force on any atom: 5.629 eV Å⁻¹

# 3
The following is a DFT calculation (ωB97M-V/def2-TZVPD) of a structure of composition C3H5ClN4O2.

```
15
Properties=species:S:1:pos:R:3:mulliken_charge:R:1
C 1.09699 -0.42421 -0.12811 -0.21
C -1.07865 -0.55844 -0.73205 0.00
C -2.07273 0.46123 1.28211 -0.79
N 0.27528 0.05346 0.82457 -0.94
N 0.18433 -0.88037 -1.13623 -0.02
N -0.96252 -0.01992 0.39880 0.64
N 2.59474 0.73607 -0.27369 0.68
O 3.63396 0.15399 -0.40813 -0.57
O 2.45137 1.92403 -0.21189 -0.56
Cl 0.68988 -1.12004 -2.74762 -0.01
H 1.81841 -1.25483 -0.05802 0.44
H -1.98503 -0.84855 -1.20137 0.38
H -3.00127 0.36668 0.74741 0.29
H -1.94935 -0.05841 2.15807 0.34
H -1.69541 1.46932 1.48615 0.32
```

Summary:
- Kohn-Sham gap: 7.778 eV
- Energy above the lowest of the compared OMol25 structures with the same formula, charge and spin: 73.6 kJ/mol
- DFT total energy: -25762.8979 eV
- M: 164.55 Da
- Strongest force on any atom: 3.662 eV Å⁻¹

# 4
The following is a DFT calculation (ωB97M-V/def2-TZVPD) of an isolated molecule of C3H5ClO.

```
10
Properties=species:S:1:pos:R:3:mulliken_charge:R:1
C -1.80180 0.61442 0.06638 -0.34
C -0.52347 -0.02663 0.52598 0.32
C 0.64558 0.44765 0.09369 -0.41
H -2.46176 -0.93523 0.63531 0.31
H -1.75285 1.04162 -0.93260 0.26
H -2.65040 1.41817 0.57040 0.18
H -0.89677 -1.07678 1.18911 0.03
H 0.58839 1.36449 -0.57309 0.26
O -2.54720 -0.63283 -0.41829 -0.44
Cl 2.21348 -0.17425 -0.09759 -0.15
```

Summary:
- Kohn-Sham gap: 10.641 eV
- Energy above the lowest of the compared OMol25 structures with the same formula, charge and spin: 358.3 kJ/mol
- DFT total energy: -17758.0644 eV
- M: 92.53 Da
- SMILES: OC/C=C/Cl
- Strongest force on any atom: 6.407 eV Å⁻¹

# 5
The following is a DFT calculation (ωB97M-V/def2-TZVPD) of a cluster of 2 separate species, C3H5ClO2S in total.

```
12
Properties=species:S:1:pos:R:3:mulliken_charge:R:1
C 0.22065 0.51307 0.13353 -0.08
C 1.29020 1.29324 -0.28859 -0.92
C 0.46710 -0.87132 0.26555 -0.18
O -3.43409 0.16724 -0.90672 -0.37
O -2.63154 -1.51331 0.61280 -0.36
S -3.05145 -0.20563 0.40684 0.70
Cl 2.15958 -1.50934 -0.08889 -0.27
H 0.99247 2.15907 -0.94308 0.31
H 2.29563 0.74741 -0.67441 0.25
H 1.63773 1.76112 0.68336 0.29
H 0.29521 -1.04766 1.31273 0.34
H -0.24150 -1.49391 -0.51311 0.29
```

Summary:
- Kohn-Sham gap: 8.507 eV
- Energy above the lowest of the compared OMol25 structures with the same formula, charge and spin: 372.9 kJ/mol
- DFT total energy: -30640.3622 eV
- M: 140.59 Da
- Strongest force on any atom: 4.317 eV Å⁻¹

# 6
The following is a DFT calculation (ωB97M-V/def2-TZVPD) of an isolated molecule of C3H5ClOS.

```
11
Properties=species:S:1:pos:R:3:mulliken_charge:R:1
C 0.72795 1.37338 0.68829 -0.28
C -0.17884 0.44996 -0.03370 0.03
C 0.14731 -1.01339 0.17996 -0.35
H 2.57144 1.96908 0.68569 0.33
H 0.18496 2.38630 0.59477 0.29
H 0.42360 1.10815 1.79768 0.22
H -1.26000 0.71964 0.44155 0.31
H 1.28916 -1.21369 0.02659 0.29
O 2.04243 1.14502 0.40841 -0.47
S -0.85276 -1.94710 1.20074 -0.16
Cl -0.59311 0.71554 -1.82545 -0.21
```

Summary:
- Kohn-Sham gap: 8.087 eV
- Energy above the lowest of the compared OMol25 structures with the same formula, charge and spin: 214.1 kJ/mol
- DFT total energy: -28594.9228 eV
- M: 124.59 Da
- SMILES: OC[C@@H](Cl)C=S
- Strongest force on any atom: 4.478 eV Å⁻¹

# 7
The following is a DFT calculation (ωB97M-V/def2-TZVPD) of an isolated molecule of C3H5ClOS.

```
11
Properties=species:S:1:pos:R:3:mulliken_charge:R:1
C 0.70946 -0.01439 -0.38290 -0.23
C -0.01729 1.00692 0.44092 0.01
C -0.44698 -0.40310 0.49120 -0.29
H 2.93374 0.65586 -0.50978 0.13
H 0.44564 0.10440 -1.45758 0.33
H 0.50251 1.38620 1.31942 0.32
H -1.74099 1.68181 -0.12005 0.31
H -0.23831 -1.02403 1.32839 0.38
O -0.78450 1.86700 -0.20176 -0.50
S 2.35611 -0.46462 -0.01805 -0.24
Cl -2.04679 -0.81429 -0.11487 -0.21
```

Summary:
- Kohn-Sham gap: 10.028 eV
- Energy above the lowest of the compared OMol25 structures with the same formula, charge and spin: 123.5 kJ/mol
- DFT total energy: -28595.8615 eV
- M: 124.59 Da
- SMILES: O[C@@H]1[C@@H](S)[C@@H]1Cl
- Strongest force on any atom: 3.398 eV Å⁻¹

# 8
The following is a DFT calculation (ωB97M-V/def2-TZVPD) of an isolated molecule of C3H5ClS.

```
10
Properties=species:S:1:pos:R:3:mulliken_charge:R:1
C 0.28693 1.43519 -0.82843 -0.82
C 0.46129 -0.86678 0.83168 -0.35
C -0.70774 -1.39309 0.57662 -0.09
H -0.34057 1.91689 -0.05838 0.30
H -0.32432 0.92532 -1.57780 0.29
H 1.00164 2.20749 -1.18999 0.28
H 0.89782 -1.15315 1.77075 0.29
H -1.08038 -2.02198 1.39688 0.30
S 1.46543 0.22053 -0.09056 -0.05
Cl -1.66010 -1.27042 -0.83077 -0.17
```

Summary:
- Kohn-Sham gap: 9.416 eV
- Energy above the lowest of the compared OMol25 structures with the same formula, charge and spin: 12.5 kJ/mol
- DFT total energy: -26548.8427 eV
- M: 108.59 Da
- SMILES: CS/C=C\Cl
- Strongest force on any atom: 1.747 eV Å⁻¹

# 9
The following is a DFT calculation (ωB97M-V/def2-TZVPD) of a cluster of 2 separate species, C3H5ClS in total.

```
10
Properties=species:S:1:pos:R:3:mulliken_charge:R:1
C 1.39500 0.81214 1.50145 -0.57
C 0.09391 0.91848 1.67461 -0.05
C -0.82920 -0.70135 -1.37349 -0.21
S -0.33763 -1.62736 -2.61787 -0.10
Cl -0.89799 1.84600 0.61893 -0.18
H 1.90598 1.28624 0.68183 0.23
H 1.99125 0.23496 2.18552 0.25
H -1.84993 -0.32400 -1.47174 0.19
H -0.45414 0.46343 2.48016 0.32
H -1.34312 -1.74120 -3.54602 0.12
```

Summary:
- Kohn-Sham gap: 8.870 eV
- Energy above the lowest of the compared OMol25 structures with the same formula, charge and spin: 303.9 kJ/mol
- DFT total energy: -26545.8220 eV
- M: 108.59 Da
- Strongest force on any atom: 0.379 eV Å⁻¹

# 10
The following is a DFT calculation (ωB97M-V/def2-TZVPD) of an isolated molecule of C3H5ClS.

```
10
Properties=species:S:1:pos:R:3:mulliken_charge:R:1
C 0.87737 -1.54735 0.24322 -1.23
C 0.14760 -0.42752 -0.42822 0.41
C -0.18983 0.95645 0.15774 -0.45
H 0.77480 -1.61040 1.32611 0.31
H 0.59326 -2.43052 -0.21665 0.41
H 1.90282 -1.70404 -0.08407 0.34
H 0.77663 1.48004 0.19448 0.27
H -0.97903 1.34495 -0.46090 0.34
S 0.23281 -0.67437 -2.06328 -0.21
Cl -0.69437 1.16591 1.90688 -0.20
```

Summary:
- Kohn-Sham gap: 8.235 eV
- Energy above the lowest of the compared OMol25 structures with the same formula, charge and spin: 61.9 kJ/mol
- DFT total energy: -26548.3299 eV
- M: 108.59 Da
- SMILES: CC(=S)CCl
- Strongest force on any atom: 2.534 eV Å⁻¹